DFT (the ωB97M-V functional and the def2-TZVPD basis) results for 10 unconnected molecules or ions with the total composition C6H35N2O9.

## Properties
ΔE to the lowest compared entry with this formula, charge and spin in kcal per mole: 60.9
Total charge: +1
Frontier orbital gap in eV: 8.92
2S+1: 1

Each line ends with the Mulliken charge.
CARTESIAN COORDINATES (ANGSTROEM)
N 0.17995 -0.52826 -1.45660  0.178
C -0.35019 -1.98888 -1.25970  -0.130
C 0.43590 -2.63136 -0.10257  0.850
C -0.03829 -2.65825 1.39077  -1.341
C 0.83525 -4.04553 -0.57871  -1.495
C -1.88245 -2.02816 -1.26190  -1.339
N -2.61652 -1.13290 -0.37169  0.050
C -3.94888 -1.44907 0.09614  -1.023
H -0.24545 0.28011 -0.96123  0.157
H -0.13117 -0.31138 -2.43252  0.449
H 1.18070 -0.63541 -1.48880  0.198
H -0.01288 -2.43508 -2.21722  0.711
H 1.36731 -2.05115 -0.00094  0.042
H -0.77737 -3.51073 1.59403  0.323
H -0.62597 -1.78950 1.63926  0.028
H 0.84461 -2.95842 1.91837  0.511
H 1.91289 -4.22399 -0.13613  0.365
H 0.97838 -4.09701 -1.65223  0.358
H 0.40405 -4.94121 -0.12025  0.392
H -2.20130 -1.94207 -2.30102  0.466
H -2.10740 -3.08360 -1.07931  0.390
H -2.03411 -0.69980 0.32321  0.097
H -4.70084 -1.07330 -0.62550  0.273
H -4.06593 -2.48696 0.30652  0.351
H -4.07420 -0.86830 1.01562  0.337
H 1.06563 2.37056 -1.67183  0.286
H 2.41906 2.74847 -1.94013  0.309
O 1.97481 2.06998 -1.39780  -0.591
H -1.41159 2.13942 -1.43202  0.232
H -0.59884 2.37841 -0.13064  0.170
O -0.54502 1.99226 -1.02310  -0.599
H 3.04545 0.23742 0.86195  0.292
H 2.44843 1.66687 0.70269  0.272
O 2.93797 1.07586 1.32901  -0.604
H 1.80254 3.93781 3.61122  0.279
H 1.36477 2.47319 3.37320  0.307
O 1.49169 3.33966 2.91098  -0.622
H 3.52117 -0.23363 -3.23643  0.311
H 2.69149 0.59069 -2.21158  0.366
O 2.78008 -0.28366 -2.62475  -0.678
H -0.99361 0.17367 2.27092  0.264
H -0.94462 1.44409 1.61689  0.241
O -0.69718 0.52290 1.41819  -0.462
H -2.84592 2.90521 -3.12625  0.295
H -3.93486 3.26711 -2.03333  0.279
O -3.01135 3.06390 -2.19152  -0.591
H 3.36875 1.04558 4.49100  0.316
H 2.70537 0.77652 3.22361  0.351
O 2.48436 1.11414 4.11394  -0.634
H -0.04210 4.90284 0.69645  0.273
H 0.67353 3.61988 1.35495  0.377
O -0.07616 3.95108 0.80676  -0.639